# 1
ORCA calculation (wB97M-V/def2-TZVPD) on 2 unconnected molecules or ions with the total composition C3H4OS2 in a non-equilibrium geometry.

Results
Spin multiplicity: 3
Gap between HOMO and LUMO (spin up / spin down) in eV: 8.18 / 6.51
ΔE to the lowest compared entry with this formula, charge and spin in eV: 0.000
LUMO energy (spin up / spin down) in eV: 0.2 / -1.5

Each line ends with the Löwdin charge.
Cartesian coordinates (Å):
C (-0.031, 2.296, -0.117)  -0.74
C (-0.254, 1.050, -0.405)  -0.27
C (-0.581, 0.065, 0.709)  -0.09
O (-3.215, 0.459, -0.343)  -0.71
S (-0.028, 3.710, 0.495)  0.74
S (-4.487, -0.230, -0.363)  0.77
H (-0.544, 0.695, -1.419)  0.12
H (-1.674, 0.031, 0.554)  0.02
H (-0.463, 0.743, 1.583)  0.08
H (0.065, -0.816, 0.706)  0.08



# 2
ORCA calculation (wB97M-V/def2-TZVPD) on a molecular structure, C3H4S2 in a non-equilibrium geometry.

Results
Gap between HOMO and LUMO in eV: 8.14
ΔE to the lowest compared entry with this formula, charge and spin in eV: 2.777
LUMO energy in eV: 0.0

Each line ends with the Löwdin charge.
Cartesian coordinates (Å):
C (-0.608, 1.293, 0.244)  -0.70
C (1.138, -0.739, -0.409)  -0.53
C (-0.170, -1.327, -0.279)  -0.66
H (-1.137, 2.391, 0.032)  0.11
H (-0.728, 1.152, 1.416)  0.07
H (2.248, -1.095, -0.212)  0.09
H (-0.446, -2.464, 0.352)  0.17
S (1.050, 1.030, -0.412)  0.73
S (-1.347, -0.243, -0.732)  0.72



# 3
ORCA calculation (wB97M-V/def2-TZVPD) on a single C3H4S2 molecule in a non-equilibrium geometry.

Results
Gap between HOMO and LUMO in eV: 8.60
ΔE to the lowest compared entry with this formula, charge and spin in eV: 0.149
LUMO energy in eV: 0.8

Each line ends with the Löwdin charge.
Cartesian coordinates (Å):
C (-0.143, -0.688, 1.218)  -0.55
C (-1.230, -0.683, 0.445)  -0.51
S (-0.982, 0.070, -1.113)  0.82
C (0.527, 0.927, -0.682)  -0.78
S (1.351, 0.066, 0.684)  0.83
H (-0.199, -1.242, 2.137)  0.06
H (-2.197, -1.137, 0.648)  0.07
H (1.236, 0.896, -1.454)  0.00
H (0.330, 1.974, -0.354)  0.05



# 4
ORCA calculation (wB97M-V/def2-TZVPD) on 2 unconnected molecules or ions with the total composition C3H4S2 in a non-equilibrium geometry.

Results
Gap between HOMO and LUMO in eV: 7.82
ΔE to the lowest compared entry with this formula, charge and spin in eV: 5.375
LUMO energy in eV: -0.6

Each line ends with the Löwdin charge.
Cartesian coordinates (Å):
C (-2.437, 0.043, -0.989)  0.03
C (-1.583, -0.219, -0.193)  -0.02
C (1.340, -0.490, 1.141)  -0.81
S (2.419, -0.795, -0.312)  0.46
S (1.515, 1.009, 0.135)  0.62
H (-2.954, 0.168, -1.790)  -0.05
H (0.380, 0.950, -0.467)  -0.16
H (-0.733, -0.396, 0.519)  -0.02
H (2.053, -0.270, 1.956)  -0.05



# 5
ORCA calculation (wB97M-V/def2-TZVPD) on a molecular structure, C3H5AgO3 in a non-equilibrium geometry.

Results
Gap between HOMO and LUMO in eV: 7.45
ΔE to the lowest compared entry with this formula, charge and spin in eV: 1.916
LUMO energy in eV: 0.2

Each line ends with the Löwdin charge.
Cartesian coordinates (Å):
H (-3.794, 1.753, 3.726)  -0.19
O (-0.457, -1.064, -0.486)  0.09
C (-0.329, -0.159, 0.469)  -0.59
C (0.638, -0.965, -1.415)  -0.08
O (-1.124, -0.022, 1.371)  -0.02
O (0.705, 0.640, 0.265)  0.08
C (1.309, 0.352, -1.010)  -0.08
H (0.229, -0.952, -2.429)  0.14
H (1.282, -1.839, -1.272)  0.13
H (1.079, 1.181, -1.688)  0.14
H (2.390, 0.265, -0.866)  0.13
Ag (-1.927, 0.810, 3.335)  0.26



# 6
ORCA calculation (wB97M-V/def2-TZVPD) on a single C3H5BO2 molecule in a non-equilibrium geometry.

Results
Gap between HOMO and LUMO in eV: 10.25
ΔE to the lowest compared entry with this formula, charge and spin in eV: 0.696
LUMO energy in eV: 0.6

Each line ends with the Löwdin charge.
Cartesian coordinates (Å):
O (-0.462, -2.790, 0.173)  0.19
B (-0.394, -1.477, -0.046)  -0.59
C (1.252, -0.579, 0.162)  0.07
C (0.765, 0.621, -0.070)  -0.20
C (-0.666, 0.807, 0.061)  -0.15
O (-1.286, -0.523, -0.163)  0.11
H (-1.243, -3.342, 0.010)  0.12
H (2.316, -0.728, 0.336)  0.07
H (1.332, 1.589, -0.046)  0.12
H (-0.886, 0.957, 1.095)  0.12
H (-1.223, 1.569, -0.524)  0.14



# 7
ORCA calculation (wB97M-V/def2-TZVPD) on 2 unconnected molecules or ions with the total composition C3H5Br2P in a non-equilibrium geometry.

Results
Gap between HOMO and LUMO (spin up / spin down) in eV: 6.62 / 8.53
ΔE to the lowest compared entry with this formula, charge and spin in eV: 3.804
LUMO energy (spin up / spin down) in eV: -1.4 / 0.3

Each line ends with the Löwdin charge.
Cartesian coordinates (Å):
C (-0.854, 0.217, 1.011)  -0.15
C (0.409, -0.682, 0.988)  -0.17
C (0.476, 0.729, 0.768)  -0.10
P (0.673, 0.750, -2.872)  -0.09
Br (1.287, -1.304, -2.587)  0.11
Br (-1.507, 0.615, -2.624)  0.10
H (-1.362, 0.106, 0.172)  -0.02
H (-1.226, 0.475, 1.948)  0.09
H (0.887, -1.148, 1.841)  0.09
H (0.491, -1.498, 0.311)  0.04
H (0.725, 1.740, 1.044)  0.09



# 8
ORCA calculation (wB97M-V/def2-TZVPD) on a molecular structure, C3H5Br3 in a non-equilibrium geometry.

Results
Gap between HOMO and LUMO (spin up / spin down) in eV: 6.36 / 9.42
ΔE to the lowest compared entry with this formula, charge and spin in eV: 0.410
LUMO energy (spin up / spin down) in eV: -1.3 / 0.3

Each line ends with the Löwdin charge.
Cartesian coordinates (Å):
C (-1.003, -1.584, -0.721)  -0.26
C (-0.924, -0.313, -0.139)  -0.70
C (1.669, 1.620, 1.237)  -1.05
Br (-2.321, 0.902, -0.399)  0.66
Br (1.112, 3.073, 0.191)  0.62
Br (2.444, 0.180, 0.282)  0.63
H (0.007, -2.152, -0.869)  0.11
H (-1.782, -2.262, -0.341)  0.08
H (-1.319, -1.530, -1.740)  0.05
H (-0.150, 0.147, 0.506)  -0.05
H (2.267, 1.920, 1.992)  -0.09



# 9
ORCA calculation (wB97M-V/def2-TZVPD) on a molecular structure, C3H5Br3OS in a non-equilibrium geometry.

Results
Gap between HOMO and LUMO in eV: 9.28
ΔE to the lowest compared entry with this formula, charge and spin in eV: 0.917
LUMO energy in eV: 0.3

Each line ends with the Löwdin charge.
Cartesian coordinates (Å):
C (-1.669, -0.358, 0.581)  -0.59
C (1.009, -0.743, -0.443)  -1.12
C (0.143, 0.452, -0.210)  -0.95
O (-0.145, 1.087, -1.364)  -0.06
S (0.566, 1.494, 1.208)  0.76
Br (-2.259, -1.680, -0.632)  0.65
Br (1.231, -1.842, 1.128)  0.68
Br (2.801, -0.166, -1.072)  0.64
H (-2.314, 0.510, 0.581)  0.02
H (-1.401, -0.751, 1.547)  -0.02
H (0.603, -1.364, -1.245)  0.03
H (-0.460, 1.988, -1.201)  0.11
H (1.896, 1.373, 1.122)  -0.15



# 10
ORCA calculation (wB97M-V/def2-TZVPD) on a molecular structure, C3H5Br9Ca2O2 in a non-equilibrium geometry.

Results
Gap between HOMO and LUMO in eV: 7.13
Total charge: +2
LUMO energy in eV: -7.7

Each line ends with the Löwdin charge.
Cartesian coordinates (Å):
Ca (-2.205, -1.848, 1.736)  1.51
Ca (-3.315, 1.214, 0.861)  1.54
O (-1.597, -0.142, 0.487)  -0.73
H (-0.699, 0.061, 0.184)  -0.13
O (-3.375, -0.117, 2.616)  -0.67
H (-4.191, -0.382, 3.069)  0.00
C (-1.328, 1.344, -2.635)  -1.66
Br (-0.244, 1.037, -4.163)  0.65
Br (-3.209, 1.187, -3.058)  0.61
Br (-0.962, 3.087, -1.874)  0.60
H (-1.133, 0.606, -1.873)  -0.09
C (1.306, -2.060, -0.471)  -1.66
Br (1.593, -1.274, -2.180)  0.65
Br (2.842, -2.869, 0.266)  0.71
Br (-0.179, -3.337, -0.559)  0.59
H (0.958, -1.252, 0.156)  -0.13
C (3.181, 0.821, 1.507)  -1.63
Br (1.387, 1.319, 0.889)  0.60
Br (3.512, 1.650, 3.191)  0.65
Br (4.510, 1.204, 0.214)  0.67
H (3.148, -0.251, 1.637)  -0.07



# 11
ORCA calculation (wB97M-V/def2-TZVPD) on a gas-phase ion, C3H5BrClN4 (charge +1) in a non-equilibrium geometry.

Results
Gap between HOMO and LUMO (spin up / spin down) in eV: 6.72 / 6.93
Total charge: +1
ΔE to the lowest compared entry with this formula, charge and spin in eV: 3.448
LUMO energy (spin up / spin down) in eV: -5.0 / -4.9

Each line ends with the Löwdin charge.
Cartesian coordinates (Å):
C (1.405, -0.302, 0.343)  -0.70
C (1.038, -1.816, 0.415)  -0.14
C (-0.698, 0.611, -0.002)  -0.71
N (0.537, 0.596, 0.212)  -0.03
N (0.362, -1.966, -0.768)  0.01
N (-0.271, -1.425, -1.535)  0.26
N (-1.249, 1.986, -0.194)  0.10
Cl (3.069, 0.341, 0.258)  0.64
Br (-2.345, -0.507, 0.255)  0.72
H (1.971, -2.449, 0.550)  0.16
H (0.258, -1.991, 1.245)  0.16
H (-0.444, 2.701, 0.020)  0.21
H (-2.134, 1.897, 0.390)  0.11
H (-1.500, 2.322, -1.189)  0.19



# 12
ORCA calculation (wB97M-V/def2-TZVPD) on a single C3H5BrN2 molecule in a non-equilibrium geometry.

Results
Gap between HOMO and LUMO (spin up / spin down) in eV: 7.60 / 7.60
ΔE to the lowest compared entry with this formula, charge and spin in eV: 3.989
LUMO energy (spin up / spin down) in eV: 0.8 / 0.8

Each line ends with the Löwdin charge.
Cartesian coordinates (Å):
C (1.180, 0.093, -1.302)  -0.06
C (0.229, 0.016, -0.168)  -0.25
N (-0.885, -0.683, -0.054)  -0.01
N (-1.545, 0.101, 0.953)  -0.12
C (-0.489, 0.989, 1.137)  -0.68
Br (0.495, 1.108, 2.769)  0.53
H (0.986, -0.777, -2.004)  0.10
H (1.188, 1.132, -1.559)  0.07
H (2.214, -0.093, -0.807)  0.11
H (-1.350, -1.375, -0.645)  0.16
H (-2.023, -0.510, 1.680)  0.15



# 13
ORCA calculation (wB97M-V/def2-TZVPD) on a single C3H5BrN2 molecule in a non-equilibrium geometry.

Results
Gap between HOMO and LUMO in eV: 9.49
ΔE to the lowest compared entry with this formula, charge and spin in eV: 3.108
LUMO energy in eV: 0.6

Each line ends with the Löwdin charge.
Cartesian coordinates (Å):
C (-1.948, 0.964, -0.038)  -0.07
N (-0.873, 0.655, -0.637)  -0.01
C (0.419, 0.229, -0.027)  -0.31
C (0.759, -1.216, -0.074)  -0.26
N (1.729, -0.416, -0.599)  -0.53
Br (3.216, 0.153, 0.251)  0.72
H (-2.674, 0.979, -0.835)  0.06
H (-2.135, 1.160, 1.077)  0.10
H (0.608, 0.789, 0.804)  0.07
H (0.782, -1.681, 0.914)  0.12
H (0.117, -1.615, -0.836)  0.11



# 14
ORCA calculation (wB97M-V/def2-TZVPD) on a gas-phase ion, C3H5BrN3 (charge +1) in a non-equilibrium geometry.

Results
Gap between HOMO and LUMO in eV: 10.43
Total charge: +1
ΔE to the lowest compared entry with this formula, charge and spin in eV: 0.986
LUMO energy in eV: -4.5

Each line ends with the Löwdin charge.
Cartesian coordinates (Å):
C (-0.218, -1.638, -0.083)  -0.04
N (-0.027, -0.223, 0.150)  -0.13
N (-0.906, 0.833, 0.092)  0.10
C (-0.217, 2.007, 0.009)  -0.15
N (1.064, 1.839, 0.131)  0.12
C (1.214, 0.318, 0.224)  -0.67
Br (2.731, -0.635, 0.189)  1.00
H (0.158, -2.340, 0.716)  0.12
H (-1.280, -1.881, 0.063)  0.10
H (0.122, -2.080, -1.083)  0.14
H (-1.936, 0.746, -0.137)  0.22
H (-0.706, 3.054, -0.271)  0.20



# 15
ORCA calculation (wB97M-V/def2-TZVPD) on 2 unconnected molecules or ions with the total composition C3H5BrO in a non-equilibrium geometry.

Results
Gap between HOMO and LUMO (spin up / spin down) in eV: 11.42 / 4.46
ΔE to the lowest compared entry with this formula, charge and spin in eV: 4.246
LUMO energy (spin up / spin down) in eV: 0.5 / -3.6

Each line ends with the Löwdin charge.
Cartesian coordinates (Å):
C (0.626, 0.109, -0.694)  -0.28
C (-0.297, 0.644, -1.621)  -0.09
C (0.459, 0.358, 0.804)  -0.06
O (-0.556, -0.634, -1.262)  -0.05
Br (-1.797, -2.341, 2.046)  0.06
H (1.531, -0.497, -0.962)  0.15
H (-1.141, 1.286, -1.560)  0.09
H (0.768, -0.608, 1.141)  0.05
H (-0.636, 0.558, 0.943)  0.09
H (1.042, 1.125, 1.165)  0.05



# 16
ORCA calculation (wB97M-V/def2-TZVPD) on 2 unconnected molecules or ions with the total composition C3H5BrO2 in a non-equilibrium geometry.

Results
Gap between HOMO and LUMO (spin up / spin down) in eV: 8.69 / 8.40
ΔE to the lowest compared entry with this formula, charge and spin in eV: 4.976
LUMO energy (spin up / spin down) in eV: 0.7 / 0.7

Each line ends with the Löwdin charge.
Cartesian coordinates (Å):
C (0.245, -1.016, 1.259)  -0.14
C (0.529, -0.963, -0.144)  -0.17
C (0.098, 1.398, -0.770)  -0.64
O (-0.752, -1.287, 0.226)  -0.08
O (-1.088, 1.332, -0.028)  -0.12
Br (-0.034, 1.333, -2.658)  0.67
H (0.475, -1.823, 1.972)  0.11
H (0.182, 0.098, 1.712)  0.15
H (1.052, -1.596, -0.793)  0.08
H (1.002, 1.807, -0.345)  0.06
H (-1.708, 0.716, -0.431)  0.08



# 17
ORCA calculation (wB97M-V/def2-TZVPD) on 2 unconnected molecules or ions with the total composition C3H5BrO2S in a non-equilibrium geometry.

Results
Gap between HOMO and LUMO in eV: 10.14
ΔE to the lowest compared entry with this formula, charge and spin in eV: 2.107
LUMO energy in eV: 0.7

Each line ends with the Löwdin charge.
Cartesian coordinates (Å):
C (0.948, 2.559, -1.472)  0.00
C (0.355, 2.855, -0.455)  -0.81
C (-1.094, -1.798, 0.592)  -0.23
O (0.655, -0.553, -0.695)  -0.33
O (0.886, -0.637, 1.854)  -0.49
S (-0.035, -0.286, 0.753)  0.79
Br (-0.473, 3.161, 1.084)  0.78
H (1.104, 2.173, -2.504)  0.06
H (1.352, -1.203, -0.645)  0.06
H (-1.810, -1.647, -0.267)  0.06
H (-0.321, -2.568, 0.221)  0.07
H (-1.566, -2.056, 1.533)  0.04



# 18
ORCA calculation (wB97M-V/def2-TZVPD) on a single C3H5BrO2S molecule in a non-equilibrium geometry.

Results
Gap between HOMO and LUMO (spin up / spin down) in eV: 8.59 / 7.61
ΔE to the lowest compared entry with this formula, charge and spin in eV: 2.978
LUMO energy (spin up / spin down) in eV: -1.3 / -1.6

Each line ends with the Löwdin charge.
Cartesian coordinates (Å):
C (0.207, 1.000, -1.325)  -0.09
C (-0.308, -0.822, 0.250)  -0.73
C (0.802, -0.622, 1.245)  -0.14
O (-1.330, 1.599, 0.780)  -0.31
O (-2.270, 0.270, -1.128)  -0.35
S (-1.133, 0.726, -0.351)  0.48
Br (-0.304, -2.190, -0.962)  0.84
H (1.040, 1.534, -0.908)  0.06
H (0.219, 0.229, -2.120)  0.05
H (0.756, -1.463, 2.011)  0.13
H (0.608, 0.274, 1.667)  0.03
H (1.714, -0.536, 0.840)  0.04



# 19
ORCA calculation (wB97M-V/def2-TZVPD) on 2 unconnected molecules or ions with the total composition C3H5BrOS in a non-equilibrium geometry.

Results
Gap between HOMO and LUMO in eV: 9.64
ΔE to the lowest compared entry with this formula, charge and spin in eV: 3.145
LUMO energy in eV: 0.7

Each line ends with the Löwdin charge.
Cartesian coordinates (Å):
C (0.711, 1.528, -1.011)  -0.10
C (1.333, 0.601, -1.696)  -0.59
C (-2.424, 1.977, -0.421)  -0.59
O (-2.118, 0.854, -0.949)  -0.20
S (-2.459, 1.917, 1.323)  0.74
Br (0.417, -1.044, -2.131)  0.62
H (-0.233, 1.459, -0.588)  -0.03
H (1.223, 2.359, -0.554)  0.07
H (2.343, 0.574, -2.166)  0.06
H (-1.902, 0.968, -1.969)  0.16
H (-2.298, 0.612, 1.593)  -0.13



# 20
ORCA calculation (wB97M-V/def2-TZVPD) on a single C3H5BrS molecule in a non-equilibrium geometry.

Results
Gap between HOMO and LUMO (spin up / spin down) in eV: 7.84 / 7.84
ΔE to the lowest compared entry with this formula, charge and spin in eV: 2.850
LUMO energy (spin up / spin down) in eV: 0.5 / 0.5

Each line ends with the Löwdin charge.
Cartesian coordinates (Å):
C (0.731, -0.648, 0.334)  -0.43
C (-0.696, -0.230, 0.455)  -0.65
C (1.004, 0.534, -0.529)  -0.68
S (-1.862, -0.776, -0.608)  0.73
Br (1.641, 2.131, 0.178)  0.65
H (1.408, -0.565, 1.210)  0.10
H (0.995, -1.691, -0.219)  0.15
H (-0.920, 0.402, 1.385)  0.11
H (0.574, 0.610, -1.601)  0.08
H (-2.876, 0.234, -0.606)  -0.07